{
  "formula": "C6H9O8S",
  "method": "ωB97M-V/def2-TZVPD",
  "charge": -1,
  "homo_ev": -5.322,
  "lumo_ev": 2.99,
  "multiplicity": 1,
  "elements": ["C", "C", "C", "C", "C", "C", "O", "O", "O", "O", "O", "O", "O", "O", "S", "H", "H", "H", "H", "H", "H", "H", "H", "H"],
  "positions_angstrom": [[-3.080, -2.242, -0.228], [1.544, 0.819, 1.023], [1.806, 0.305, -0.434], [0.456, -0.532, -0.702], [-0.327, -0.471, 0.623], [-1.503, 0.407, 0.808], [-3.322, 2.098, 0.307], [-2.245, -3.152, -0.076], [-1.144, 2.281, -0.944], [-2.958, -0.985, -0.158], [0.716, -0.242, 1.566], [2.945, -0.495, -0.477], [-0.229, -0.031, -1.832], [-1.958, 0.675, 1.916], [-2.197, 1.320, -0.615], [-4.171, -2.525, -0.621], [2.550, 1.036, 1.460], [0.868, 1.649, 0.954], [2.016, 1.218, -0.996], [0.862, -1.591, -1.041], [-0.570, -1.540, 0.933], [3.448, -0.384, 0.329], [-0.108, 0.945, -1.852], [-3.103, 1.626, 1.254]]
}

{
  "formula": "C2H4OS2",
  "method": "ωB97M-V/def2-TZVPD",
  "charge": 0,
  "smiles": "CSSC=O",
  "e_above_lowest_kcal_mol": 7.8,
  "homo_ev": -9.608,
  "lumo_ev": -0.07,
  "multiplicity": 1,
  "elements": ["C", "S", "S", "C", "O", "H", "H", "H", "H"],
  "positions_angstrom": [[-1.662, 0.307, -0.259], [-0.403, 1.239, 0.669], [1.391, 0.859, -0.517], [2.050, -0.561, 0.348], [3.062, -1.106, 0.066], [-2.608, 0.792, -0.038], [-1.786, -0.738, 0.008], [-1.437, 0.363, -1.398], [1.394, -1.156, 1.120]]
}

{
  "formula": "C7H14INO",
  "method": "ωB97M-V/def2-TZVPD",
  "charge": 0,
  "homo_ev": [-5.361, -9.042],
  "lumo_ev": [0.70, -3.30],
  "multiplicity": 3,
  "elements": ["C", "C", "C", "C", "C", "C", "C", "N", "O", "I", "H", "H", "H", "H", "H", "H", "H", "H", "H", "H", "H", "H", "H", "H"],
  "positions_angstrom": [[0.681, -0.087, -1.474], [0.031, -1.814, -3.033], [1.498, -2.558, -1.090], [0.970, 3.735, 1.344], [-0.729, 1.878, 1.722], [0.354, -1.572, -1.550], [0.619, 2.311, 1.226], [0.295, 0.530, -0.444], [0.574, 1.827, -0.299], [2.392, 1.147, 1.953], [1.239, 0.372, -2.229], [-0.270, -2.944, -3.217], [-0.637, -1.138, -3.471], [0.957, -1.758, -3.622], [1.011, -3.374, -0.579], [1.954, -3.063, -1.982], [2.255, -2.107, -0.548], [1.686, 3.874, 0.581], [1.515, 4.049, 2.182], [0.180, 4.434, 1.250], [-0.897, 0.848, 1.561], [-1.257, 2.606, 1.001], [-0.864, 2.040, 2.810], [-0.423, -1.972, -0.846]]
}

{
  "formula": "C10H21ClI2N4OPRh",
  "method": "ωB97M-V/def2-TZVPD",
  "charge": 2,
  "e_above_lowest_kcal_mol": 1.9,
  "homo_ev": [-14.024, -14.020],
  "lumo_ev": [-6.50, -11.58],
  "multiplicity": 5,
  "elements": ["I", "I", "Rh", "P", "C", "C", "H", "H", "H", "C", "H", "H", "H", "H", "H", "H", "C", "O", "Cl", "C", "N", "C", "N", "C", "N", "C", "N", "C", "C", "H", "H", "H", "H", "H", "H", "H", "H", "H", "H", "H", "H"],
  "positions_angstrom": [[5.285, 1.207, -2.524], [5.148, -1.594, -2.515], [-0.365, -0.007, -0.935], [-1.234, 0.028, -2.988], [-0.053, 0.051, -4.371], [-2.302, -1.417, -3.332], [-3.095, 1.509, -2.540], [-2.746, 1.424, -4.304], [-1.704, 2.392, -3.213], [-2.305, 1.479, -3.298], [-3.087, -1.471, -2.569], [-2.751, -1.333, -4.332], [-0.578, 0.062, -5.333], [0.592, -0.832, -4.321], [-1.696, -2.330, -3.278], [0.583, 0.940, -4.297], [1.302, -0.020, -1.620], [2.375, -0.013, -2.063], [-2.666, 0.078, -0.189], [-0.342, 1.265, 1.781], [0.101, -0.017, 1.150], [-0.563, -1.175, 1.868], [-0.282, -1.146, 3.306], [-0.733, 0.145, 3.871], [-0.056, 1.288, 3.224], [1.400, 1.133, 3.412], [1.890, -0.138, 2.838], [1.577, -0.157, 1.398], [1.178, -1.254, 3.495], [-1.420, 1.369, 1.629], [0.198, 2.091, 1.301], [-0.170, -2.115, 1.448], [-1.639, -1.098, 1.707], [-0.485, 0.159, 4.935], [-1.821, 0.240, 3.737], [1.916, 1.963, 2.912], [1.623, 1.142, 4.486], [1.914, -1.112, 0.975], [2.088, 0.690, 0.920], [1.401, -1.228, 4.568], [1.526, -2.200, 3.061]]
}